Computed, not measured: a structure of composition CH6O2 in a non-equilibrium geometry, with wB97M-V/def2-TZVPD.

Element x y z (Å)
C (-1.550, -0.520, -0.008)
H (2.533, -0.317, 1.033)
H (1.301, 0.489, -0.046)
H (-1.120, 1.339, -0.385)
H (-0.877, -1.167, 0.575)
H (-2.530, -0.329, 0.360)
H (-1.409, -0.876, -1.046)
O (2.108, -0.159, -0.153)
O (-0.683, 0.657, 0.098)

Calculated values
total charge: 0
E: -192.09316 Eh
gap between HOMO and LUMO: 11.295 eV
relative energy (zero: lowest compared OMol25 entry of this formula, charge and spin): 40.8 kcal/mol

Computed, not measured: a cluster of 2 separate species, CH6O2 in total in a non-equilibrium geometry, with wB97M-V/def2-TZVPD.

Element x y z (Å)
C (1.441, -0.562, 0.030)
O (0.845, 0.748, -0.103)
H (0.763, -1.212, -0.636)
H (2.462, -0.631, -0.454)
H (1.292, -0.915, 1.044)
H (0.996, 1.274, 0.695)
O (-2.111, -0.184, 0.092)
H (-2.854, 0.314, -0.402)
H (-1.180, 0.025, -0.339)

Calculated values
total charge: 0
E: -192.13977 Eh
gap between HOMO and LUMO: 11.592 eV
relative energy (zero: lowest compared OMol25 entry of this formula, charge and spin): 11.6 kcal/mol
structure (SMILES): CO.O

Computed, not measured: an isolated molecule of CH6O2Si2 in a non-equilibrium geometry, with wB97M-V/def2-TZVPD.

Element x y z (Å)
O (-1.378, 1.169, 2.082)
C (-0.243, 0.788, 2.095)
Si (0.910, 0.878, 0.495)
O (-0.156, -0.282, -0.278)
Si (-0.495, -1.124, -1.653)
H (0.125, 0.264, 3.013)
H (2.095, 0.180, 0.921)
H (1.012, 1.886, -0.654)
H (-0.477, -2.570, -1.600)
H (-1.768, -0.655, -1.838)
H (0.376, -0.535, -2.583)

Calculated values
total charge: 0
E: -771.14745 Eh
gap between HOMO and LUMO: 9.225 eV
relative energy (zero: lowest compared OMol25 entry of this formula, charge and spin): 55.5 kcal/mol
structure (SMILES): O=C[SiH2]O[SiH3]

Computed, not measured: a cluster of 3 separate species, CH6O3 in total in a non-equilibrium geometry, with wB97M-V/def2-TZVPD.

Element x y z (Å)
C (1.204, 1.531, -0.370)
O (1.056, 2.691, -0.100)
H (1.937, 1.049, -1.168)
H (0.584, 0.706, 0.062)
O (1.310, -1.421, 0.171)
H (0.808, -2.037, -0.303)
H (0.850, -1.114, 0.965)
O (-2.272, -0.569, 0.001)
H (-2.266, 0.047, 0.769)
H (-3.212, -0.883, -0.026)

Calculated values
total charge: 0
E: -267.37008 Eh
gap between HOMO and LUMO: 10.200 eV
relative energy (zero: lowest compared OMol25 entry of this formula, charge and spin): 10.8 kcal/mol
structure (SMILES): C=O.O.O

Computed, not measured: a cluster of 3 separate species, CH6O4 in total, with wB97M-V/def2-TZVPD.

Element x y z (Å)
O (1.552, 0.360, -0.027)
C (1.829, -0.675, 0.519)
O (0.957, -1.562, 0.981)
H (2.849, -1.018, 0.708)
H (0.048, -1.196, 0.894)
O (-1.801, -0.778, 0.305)
H (-1.388, -0.128, -0.296)
H (-2.456, -0.223, 0.755)
O (-0.841, 1.591, -1.066)
H (-0.862, 2.181, -1.823)
H (0.113, 1.449, -0.949)

Calculated values
total charge: 0
E: -342.68431 Eh
gap between HOMO and LUMO: 11.835 eV
relative energy (zero: lowest compared OMol25 entry of this formula, charge and spin): 0.0 kcal/mol
structure (SMILES): O=CO.O.O

Computed, not measured: a structure of composition CH6OP4 in a non-equilibrium geometry, with wB97M-V/def2-TZVPD.

Element x y z (Å)
C (1.978, 1.247, 0.194)
O (2.590, 0.487, 0.918)
P (-2.808, -0.127, 0.486)
P (0.379, -1.711, -0.219)
P (-1.307, 1.226, -0.313)
P (0.386, 0.166, -1.242)
H (2.313, 2.162, -0.147)
H (-2.071, 0.143, 1.661)
H (-2.057, -1.347, 0.597)
H (0.923, -2.562, -1.006)
H (1.523, -1.393, 0.550)
H (-1.848, 1.710, -1.480)

Calculated values
total charge: 0
E: -1482.21685 Eh
gap between HOMO and LUMO: 7.898 eV
relative energy (zero: lowest compared OMol25 entry of this formula, charge and spin): 29.1 kcal/mol

Computed, not measured: a cluster of 2 separate species, CH6OS2 in total, with wB97M-V/def2-TZVPD.

Element x y z (Å)
C (-1.891, 0.236, 0.670)
O (-1.248, -0.872, 0.052)
H (-2.473, 0.735, -0.097)
H (-1.184, 0.966, 1.069)
H (-2.546, -0.072, 1.484)
H (-0.814, -1.359, 0.767)
S (3.190, 0.292, -1.842)
S (1.876, 0.500, -0.249)
H (4.208, -0.171, -1.113)
H (0.882, -0.256, -0.742)

Calculated values
total charge: 0
E: -913.28014 Eh
gap between HOMO and LUMO: 9.314 eV
relative energy (zero: lowest compared OMol25 entry of this formula, charge and spin): 14.0 kcal/mol
structure (SMILES): CO.SS

Computed, not measured: a cluster of 2 separate species, CH6OSi in total in a non-equilibrium geometry, with wB97M-V/def2-TZVPD.

Element x y z (Å)
C (1.398, -0.460, -0.259)
O (2.502, 0.061, 0.313)
Si (-1.726, 0.187, 0.102)
H (-0.588, 0.845, -0.491)
H (1.173, 0.086, -1.203)
H (2.991, -0.396, 0.993)
H (-2.838, 0.964, -0.203)
H (-1.729, -1.028, -0.731)
H (-1.183, -0.259, 1.480)

Calculated values
total charge: 0
E: -406.24676 Eh
gap between HOMO and LUMO: 9.122 eV
relative energy (zero: lowest compared OMol25 entry of this formula, charge and spin): 125.9 kcal/mol